Record 1
Entry from the Open Molecules 2025 dataset: a molecular structure, C26H56BeCl5N3O7 at a distorted geometry (ωB97M-V/def2-TZVPD).

Structure (ORCA input):
```
! RIJCOSX wB97M-V def2-TZVPD def2/J DEFGRID3
* xyz 2 3
Be -2.3496 2.4810 4.9593
C 1.2910 8.4050 5.3611
C -0.0246 7.9023 4.9614
C 0.1580 6.7064 3.9222
O -1.1102 6.1325 3.6040
C -1.8487 6.8992 2.6513
N -0.7645 7.4085 6.2231
H -1.7626 7.2578 6.1876
H -0.3666 6.5098 6.4555
H -0.5987 7.9018 7.0887
H 1.9746 7.6409 5.7311
H 1.2392 9.3730 5.8596
H 1.8934 8.6100 4.4762
H -0.7688 8.6810 4.7942
H 0.8654 5.9071 4.1430
H 0.4628 7.0681 2.9402
H -2.9001 6.6198 2.5841
H -1.4299 6.9512 1.6464
H -1.8751 7.9433 2.9631
Cl 1.2713 1.4319 0.8890
O 0.0346 1.8366 0.3802
O 1.1660 1.3932 2.2827
O 1.5617 0.1215 0.3564
O 2.3358 2.3312 0.5181
C -4.0260 -3.5888 0.8308
C -3.4211 -4.4569 1.9081
C -2.4572 -5.4239 1.1200
C -1.4907 -6.2584 1.9389
C -0.7427 -5.2997 2.9545
C -1.7217 -4.4139 3.8117
N -2.6262 -3.6785 2.8885
O -3.2791 -2.4422 3.5025
C -2.4294 -5.2809 4.8453
C -0.8242 -3.4924 4.7442
C -4.5540 -5.2976 2.5831
H -3.2483 -3.0936 0.2493
H -4.7203 -2.7880 1.0853
H -4.5307 -4.2211 0.1004
H -2.9743 -6.1356 0.4764
H -1.9321 -4.8886 0.3289
H -0.7814 -6.7223 1.2534
H -1.9767 -7.0488 2.5109
H -0.1690 -4.5507 2.4086
H 0.0801 -5.8294 3.4346
H -1.6412 -5.5173 5.5602
H -3.2875 -4.9194 5.4119
H -2.7978 -6.1641 4.3235
H -0.1705 -4.0910 5.3786
H -0.3313 -2.6374 4.2813
H -1.5312 -2.9767 5.3941
H -4.4168 -6.3743 2.6837
H -5.4782 -5.1486 2.0246
H -4.6946 -4.9863 3.6182
C -0.9177 2.2709 -5.9275
C -0.6536 1.0174 -6.7685
C -1.8193 -0.0661 -6.4308
C -1.8313 -1.1822 -7.4642
C -2.0378 -0.6670 -8.8955
C -0.9921 0.4160 -9.3225
N -0.7008 1.3855 -8.2034
O -0.2967 2.6479 -8.5910
C 0.3268 -0.2927 -9.7647
C -1.6244 1.1282 -10.5759
C 0.7315 0.5428 -6.2089
H -0.1142 3.0074 -5.9174
H -1.1311 1.9408 -4.9108
H -1.8699 2.6777 -6.2679
H -1.8373 -0.4458 -5.4092
H -2.7809 0.4421 -6.5033
H -2.6332 -1.9061 -7.3192
H -0.8884 -1.7203 -7.3665
H -3.0807 -0.4249 -9.1002
H -1.7267 -1.5189 -9.5000
H 0.2870 -1.0509 -10.5468
H 1.0478 0.4737 -10.0491
H 0.8305 -0.8154 -8.9516
H -2.1894 0.4172 -11.1788
H -2.3846 1.7770 -10.1408
H -1.0002 1.8276 -11.1321
H 0.5892 -0.0038 -5.2767
H 1.4285 1.3497 -5.9826
H 1.1505 -0.0865 -6.9942
Cl 6.4548 -4.5599 0.5213
C 5.4971 -4.4986 1.9823
C 6.3289 -4.7845 3.2474
Cl 6.9413 -6.5044 3.4042
H 4.7982 -5.3229 1.8398
H 4.8083 -3.6539 1.9737
H 5.8151 -4.6925 4.2043
H 7.1796 -4.1077 3.1681
Cl 7.9660 0.8799 4.9725
C 6.6152 1.7597 4.1147
C 6.2906 3.0777 5.0277
Cl 6.7891 3.0136 6.7337
H 5.6901 1.1842 4.0820
H 6.8652 2.1163 3.1155
H 5.2034 3.1321 5.0831
H 6.5949 4.0330 4.5999
*
```

Computed properties:
- Kohn-Sham gap (spin up / spin down) (Ha) = 0.12788 / 0.07588
- relative energy (zero: lowest compared OMol25 entry of this formula, charge and spin) (kcal/mol) = 123.16
- E_LUMO (spin up / spin down) (Ha) = -0.291 / -0.343

Record 2
Entry from the Open Molecules 2025 dataset: a molecular structure, C32H26Cl8MoN2O5S2Si at a distorted geometry (ωB97M-V/def2-TZVPD).

Structure (ORCA input):
```
! RIJCOSX wB97M-V def2-TZVPD def2/J DEFGRID3
* xyz 0 3
Mo 0.4351 -0.1484 2.4903
O -1.5021 -3.3666 3.2108
C -1.5265 -2.1851 3.3550
O -0.4165 -1.4300 3.5387
C -2.7557 -1.3181 3.3905
C -2.5106 -0.0533 4.2424
C -3.8414 0.6137 4.5721
C -4.2305 1.2013 3.1953
C -3.0260 0.8041 2.3396
O -1.9248 0.8562 3.2735
C -3.0731 -0.6857 1.9863
C -2.1277 -1.0086 0.8200
O -2.6120 -1.2643 -0.2654
O -0.8449 -0.9359 1.0252
H -3.5819 -1.9303 3.7460
H -1.8296 -0.1857 5.0777
H -3.7038 1.3955 5.3165
H -4.5642 -0.1052 4.9557
H -4.3171 2.2856 3.2390
H -5.1601 0.7978 2.7966
H -2.8451 1.4651 1.5033
H -4.0643 -0.9711 1.6414
S -1.0301 2.0390 0.0192
C -0.1161 1.4581 -1.2019
N -0.4304 1.5902 -2.4988
C 0.6044 1.4952 -3.5147
C 1.4473 0.2969 -3.2345
N 1.9843 0.3785 -1.8620
C 3.4006 -0.0373 -1.6926
C 3.8296 -1.0651 -2.7034
C 3.1870 -2.2994 -2.7722
C 3.5942 -3.2471 -3.6966
C 4.6537 -2.9752 -4.5542
C 5.3016 -1.7519 -4.4851
C 4.8853 -0.7979 -3.5649
C 1.2481 0.8301 -0.8739
S 1.8670 0.8497 0.7264
C -1.7771 1.9369 -2.9652
C -2.2527 0.9267 -3.9793
C -2.4385 -0.3997 -3.5935
C -2.8559 -1.3366 -4.5257
C -3.0920 -0.9596 -5.8432
C -2.9145 0.3606 -6.2274
C -2.4914 1.3006 -5.2954
H 1.2106 2.4084 -3.5107
H 0.1335 1.3957 -4.4904
H 2.2818 0.2291 -3.9265
H 0.8562 -0.6174 -3.3167
H 3.5119 -0.4220 -0.6851
H 4.0095 0.8660 -1.7745
H 2.3701 -2.5200 -2.0954
H 3.0913 -4.2037 -3.7412
H 4.9742 -3.7181 -5.2723
H 6.1299 -1.5362 -5.1467
H 5.3923 0.1588 -3.5129
H -1.7600 2.9397 -3.4011
H -2.4229 1.9623 -2.0920
H -2.2759 -0.6982 -2.5619
H -3.0037 -2.3634 -4.2177
H -3.4243 -1.6928 -6.5662
H -3.0998 0.6600 -7.2506
H -2.3530 2.3336 -5.5955
Cl 1.4399 -1.3130 5.7607
C 1.4627 0.4000 5.5084
C 1.1345 0.9441 4.2571
C 1.0736 2.3351 4.2346
Cl 0.4696 3.0906 2.7894
C 1.4134 3.1585 5.3023
Cl 1.3550 4.8743 5.1575
C 1.7907 2.5746 6.5044
Cl 2.2215 3.5570 7.8458
C 1.7884 1.1861 6.6151
Cl 2.1825 0.4685 8.1310
Cl 1.9447 -3.5730 3.4422
Si 2.3766 -1.7979 2.5097
Cl 4.1081 -1.0245 3.3335
Cl 3.0356 -2.4861 0.6544
*
```

Computed properties:
- Kohn-Sham gap (spin up / spin down) (Ha) = 0.23582 / 0.25583
- relative energy (zero: lowest compared OMol25 entry of this formula, charge and spin) (kcal/mol) = 35.22
- E_LUMO (spin up / spin down) (Ha) = -0.072 / -0.065

Record 3
Entry from the Open Molecules 2025 dataset: a single C17H27F3O3 molecule at a distorted geometry (ωB97M-V/def2-TZVPD).

Structure (ORCA input):
```
! RIJCOSX wB97M-V def2-TZVPD def2/J DEFGRID3
* xyz 0 1
O -3.6292 -3.7396 -2.5886
F -5.8136 -3.3067 0.1009
F -6.0756 -2.6491 -1.9082
F -4.6555 -1.5230 -0.6972
O -0.6762 -2.9011 -0.1082
O 2.9042 1.5204 0.2785
C -3.9431 -3.6990 -1.3775
C -1.9644 0.8936 1.6825
C -0.9694 1.7569 2.0475
C -5.1106 -2.7715 -0.9641
C 3.9722 5.7246 0.9398
C -0.6524 -3.9053 -1.1342
C 3.0219 2.3708 -0.8825
C -3.1482 -4.5006 -0.3559
C -1.7237 -4.9871 -0.7732
C 3.1110 4.5443 0.4678
C 3.8307 3.6186 -0.5295
C -0.1331 -1.6475 -0.5552
C 2.0957 0.3511 0.0657
C -1.7167 -0.2367 0.7088
C 0.4622 1.6271 1.5607
C -0.2301 -0.6081 0.5660
C 0.6156 0.7086 0.3009
H -2.9695 1.0833 2.0344
H -1.1950 2.6125 2.6579
H 3.4680 6.2502 1.7518
H 4.9257 5.3472 1.3387
H 4.1391 6.4522 0.1229
H -0.8574 -3.5731 -2.1797
H 0.3154 -4.3887 -1.1703
H 2.0272 2.5761 -1.3406
H 3.6097 1.8428 -1.6431
H -3.7441 -5.3504 -0.1510
H -2.9774 -3.8847 0.5295
H -1.7251 -5.7167 -1.5998
H -1.2810 -5.5874 0.0621
H 2.2105 4.9129 0.0145
H 2.8381 3.9542 1.3264
H 4.8268 3.2725 -0.1927
H 4.0072 4.2245 -1.4167
H -0.6520 -1.2953 -1.4289
H 0.8862 -1.8380 -0.8905
H 2.4170 -0.4306 0.7840
H 2.2721 -0.0628 -0.9280
H -2.1162 0.0464 -0.2744
H -2.2763 -1.0910 1.1154
H 0.8793 2.6095 1.3418
H 1.0397 1.2179 2.3903
H 0.1217 -1.0562 1.4880
H 0.2386 1.2321 -0.5866
*
```

Computed properties:
- SMILES string = CCCCOC[C@@H]1CC=CC[C@H]1COCCCC(=O)C(F)(F)F
- Kohn-Sham gap (Ha) = 0.33893
- E_LUMO (Ha) = 0.008